The following is a quantum chemistry calculation of 2 unconnected molecules or ions with the total composition C4H9NO, from the Open Molecules 2025 dataset.

- SMILES string = CC/N=C1/CO1.[H][H]
- energy relative to the best compared isomer or geometry (same formula, charge and spin) (kcal/mol) = 82.46
- frontier orbital gap (eV) = 11.01
- LUMO energy (eV) = 1.0

Geometry as ORCA input:
```
! RIJCOSX wB97M-V def2-TZVPD def2/J DEFGRID3
* xyz 0 1
C 0.48 0.09 2.04
C 1.00 -0.37 0.68
N -0.09 -0.33 -0.30
C 0.03 0.46 -1.26
C -0.40 1.09 -2.47
O 0.88 1.37 -1.78
H 1.25 -0.03 2.81
H -0.39 -0.51 2.32
H 0.17 1.14 2.01
H 1.86 0.24 0.37
H 1.34 -1.41 0.74
H -0.30 0.58 -3.43
H -1.12 1.91 -2.44
H -2.08 -1.88 0.26
H -2.64 -2.33 0.45
*
```

Results of the Löwdin charge analysis, in e, for atoms 1 through 4:
1 C -0.10
2 C -0.28
3 N 0.08
4 C -0.40